(1)
{
  "formula": "C34H55Cl12N5O2",
  "method": "wB97M-V/def2-TZVPD",
  "charge": 0,
  "multiplicity": 3,
  "total_energy_ev": -197957.5505,
  "orbital_gap_ha": [0.2957, 0.2698],
  "elements": ["C", "Cl", "Cl", "Cl", "H", "C", "Cl", "Cl", "Cl", "H", "C", "Cl", "Cl", "Cl", "H", "C", "Cl", "Cl", "Cl", "H", "C", "C", "C", "C", "C", "C", "N", "O", "C", "C", "C", "H", "H", "H", "H", "H", "H", "H", "H", "H", "H", "H", "H", "H", "H", "H", "H", "H", "H", "C", "C", "C", "C", "C", "C", "N", "O", "C", "C", "C", "H", "H", "H", "H", "H", "H", "H", "H", "H", "H", "H", "H", "H", "H", "H", "H", "H", "H", "N", "C", "C", "C", "C", "H", "H", "H", "H", "H", "N", "C", "C", "C", "C", "H", "H", "H", "H", "H", "N", "C", "C", "C", "C", "H", "H", "H", "H", "H"],
  "positions_angstrom": [[4.96369, 1.26618, 4.14183], [5.06599, 1.62665, 2.36279], [6.50758, 1.83206, 4.72045], [4.82703, -0.47017, 4.41080], [4.21887, 1.86258, 4.66873], [-0.19492, -3.91764, -1.24641], [0.63018, -4.82429, 0.02340], [0.60766, -2.47889, -1.70116], [-1.83912, -3.44526, -0.80488], [-0.42327, -4.58400, -2.07823], [1.00140, 5.68050, -1.96480], [0.94080, 4.16047, -2.87885], [1.34906, 7.07942, -3.07069], [2.11211, 5.67714, -0.55303], [0.02464, 5.89970, -1.53353], [-6.18567, -3.68877, 0.96062], [-7.37728, -3.87723, -0.32261], [-5.77398, -1.95492, 1.17045], [-4.75213, -4.70161, 0.75129], [-6.73355, -3.99021, 1.85341], [1.07488, 2.16880, 1.98798], [0.72917, 0.92753, 1.04510], [1.68276, -0.28537, 1.21230], [1.36691, -1.29124, 2.29732], [-0.08125, -1.78884, 2.11585], [-1.04944, -0.62849, 2.04413], [-0.68140, 0.43725, 1.06941], [-1.68729, 1.45335, 0.89682], [-2.45755, -1.24578, 1.72571], [-1.19865, -0.05029, 3.43664], [1.08893, 1.35678, -0.42322], [1.97713, 2.68756, 1.66404], [1.40098, 1.77417, 2.95029], [0.22315, 2.84261, 2.08086], [1.70475, -0.91998, 0.32636], [2.64393, 0.14090, 1.49960], [1.45871, -0.75750, 3.24327], [2.13127, -2.06756, 2.26333], [-0.33500, -2.43211, 2.95841], [-0.16572, -2.35001, 1.18522], [-2.77324, -2.15946, 2.22934], [-3.31688, -0.66481, 2.06055], [-2.67751, -1.49470, 0.68756], [-0.23186, 0.33347, 3.76243], [-1.97379, 0.70883, 3.54152], [-1.46098, -0.84684, 4.13289], [0.90465, 0.53907, -1.11998], [2.06227, 1.82758, -0.56125], [0.46211, 2.19042, -0.73986], [-5.57463, -2.21690, -4.20216], [-5.01973, -0.79499, -3.74647], [-5.05927, -0.86271, -2.17567], [-4.22195, 0.22201, -1.49898], [-2.83986, 0.36853, -2.08025], [-2.82389, 0.53356, -3.63043], [-3.62451, -0.59133, -4.28647], [-3.56454, -0.63509, -5.72566], [-3.18129, 1.98776, -3.99706], [-1.33976, 0.35016, -3.91623], [-6.08342, 0.23676, -4.25967], [-4.77720, -2.95665, -4.13167], [-5.94611, -2.15632, -5.22511], [-6.41446, -2.50864, -3.57155], [-6.10991, -0.79590, -1.89320], [-4.58188, -1.76521, -1.79398], [-4.23490, 0.13741, -0.41235], [-4.81958, 1.13302, -1.53086], [-2.11920, -0.32982, -1.65473], [-2.48717, 1.29099, -1.61896], [-2.34791, 2.66939, -3.82690], [-3.51491, 2.10539, -5.02806], [-3.93462, 2.25626, -3.25646], [-0.97491, -0.66332, -3.74933], [-1.09228, 0.61413, -4.94442], [-0.68999, 1.00559, -3.33633], [-7.06030, -0.02902, -3.85574], [-6.08864, 0.25108, -5.34956], [-5.88466, 1.21424, -3.82017], [5.16366, 1.92442, -1.36347], [4.35786, 2.91836, -1.72712], [5.04153, 4.14761, -1.54159], [6.27515, 3.86126, -0.90069], [6.31342, 2.46957, -0.83182], [4.93420, 0.94932, -1.23453], [3.35884, 2.79706, -2.11909], [4.64415, 5.12425, -1.77541], [7.01915, 4.59741, -0.63433], [7.06918, 1.85383, -0.36699], [2.04711, -1.98313, 8.13328], [2.27643, -2.26557, 6.80572], [1.21208, -1.96057, 6.04942], [0.24189, -1.42757, 6.91576], [0.78317, -1.44682, 8.17454], [2.64376, -2.18762, 8.92214], [3.29556, -2.52073, 6.55540], [1.03369, -1.96068, 4.98425], [-0.76221, -1.14010, 6.64093], [0.37084, -1.16636, 9.13252], [4.41038, -0.81900, -3.01257], [3.77614, -0.87709, -1.81999], [4.72499, -1.12712, -0.82262], [5.97205, -1.30082, -1.40037], [5.77160, -1.03046, -2.78813], [4.07614, -0.77015, -3.96441], [2.70160, -0.88096, -1.71156], [4.48939, -1.07971, 0.23029], [6.91252, -1.47408, -0.89847], [6.46708, -0.85200, -3.59488]]
}

=====

(2)
{
  "formula": "C2H4F2Si",
  "method": "wB97M-V/def2-TZVPD",
  "charge": 0,
  "multiplicity": 1,
  "e_above_lowest_kcal_mol": 112.0,
  "total_energy_ev": -15449.1151,
  "orbital_gap_ha": [0.3286, 0.2737],
  "elements": ["C", "C", "F", "F", "Si", "H", "H", "H", "H"],
  "positions_angstrom": [[-0.09962, 1.87029, 1.03425], [0.42895, 0.80011, 1.56739], [-0.55771, -3.38929, -1.49297], [-1.04866, -0.89134, -2.23085], [-0.06299, -1.89842, -1.44717], [-0.38373, 2.67893, 1.59267], [-0.12143, 1.88472, -0.00946], [0.60319, 0.43648, 2.59892], [1.24200, -1.49149, -1.61280]]
}

=====

(3)
{
  "formula": "C6H12O",
  "method": "wB97M-V/def2-TZVPD",
  "charge": 0,
  "multiplicity": 1,
  "e_above_lowest_kcal_mol": 65.7,
  "total_energy_ev": -8461.5057,
  "smiles": "CC(=O)C1CCC1.[H][H]",
  "orbital_gap_ha": 0.3778,
  "elements": ["C", "C", "O", "C", "C", "C", "C", "H", "H", "H", "H", "H", "H", "H", "H", "H", "H", "H", "H"],
  "positions_angstrom": [[-1.31967, 0.77380, 1.65273], [-0.04616, 0.51148, 0.88313], [0.91102, 1.26671, 0.91371], [-0.13885, -0.66023, 0.00554], [1.00105, -1.05775, -0.93557], [0.62558, 0.09837, -1.87642], [-0.68642, 0.37760, -1.13024], [-1.09155, 0.49169, 2.68230], [-2.17923, 0.18607, 1.30815], [-1.55961, 1.83664, 1.61976], [-0.79412, -1.47351, 0.35091], [2.01922, -1.04670, -0.53692], [0.81757, -2.03947, -1.38761], [0.47193, -0.15338, -2.92160], [1.33788, 0.92068, -1.77890], [-1.61876, 0.00401, -1.53020], [-0.83308, 1.45252, -0.91354], [1.64713, -0.38841, 1.76779], [1.43606, -1.10011, 1.82697]]
}

=====

(4)
{
  "formula": "C11H18NOP",
  "method": "wB97M-V/def2-TZVPD",
  "charge": 0,
  "multiplicity": 1,
  "e_above_lowest_kcal_mol": 63.1,
  "total_energy_ev": -24522.5789,
  "smiles": "COc1ccccc1P(N)C(C)(C)C",
  "orbital_gap_ha": 0.3279,
  "elements": ["C", "O", "C", "C", "C", "C", "C", "C", "P", "N", "C", "C", "C", "C", "H", "H", "H", "H", "H", "H", "H", "H", "H", "H", "H", "H", "H", "H", "H", "H", "H", "H"],
  "positions_angstrom": [[-0.19855, -3.46744, -0.17201], [0.17359, -2.13562, -0.17502], [-0.33034, -1.45429, 0.85666], [-1.10057, -1.97799, 1.88402], [-1.63992, -1.14337, 2.83059], [-1.30171, 0.16729, 2.86559], [-0.26471, 0.66098, 2.07666], [0.12938, -0.14914, 1.01804], [1.61484, 0.26104, -0.17427], [2.15493, 1.56081, 0.83666], [0.50744, 1.02373, -1.45776], [-0.52214, 2.08617, -0.94954], [1.27579, 1.92839, -2.42425], [-0.39143, -0.09677, -2.14406], [0.01733, -3.78998, -1.32712], [-1.33325, -3.62984, -0.06041], [0.34223, -4.10404, 0.39192], [-1.36855, -2.98015, 2.12561], [-2.32238, -1.39215, 3.58743], [-1.72823, 0.68477, 3.66449], [0.15647, 1.71524, 2.21851], [2.98624, 1.29775, 1.34092], [2.51201, 2.34474, 0.29412], [-0.77161, 2.93236, -1.56713], [-1.43455, 1.49311, -0.71672], [-0.02406, 2.51429, 0.03932], [2.19685, 1.56243, -2.53841], [1.45047, 2.92550, -2.08038], [0.85841, 2.07454, -3.39027], [0.34173, -0.71306, -2.61661], [-1.07759, -0.69265, -1.39824], [-0.90813, 0.49335, -2.83834]]
}

=====

(5)
{
  "formula": "C25H23AsN9O10SV",
  "method": "wB97M-V/def2-TZVPD",
  "charge": 0,
  "multiplicity": 3,
  "total_energy_ev": -157545.1361,
  "orbital_gap_ha": [0.2826, 0.2858],
  "elements": ["V", "N", "C", "N", "C", "N", "N", "C", "C", "C", "C", "C", "C", "N", "C", "C", "C", "C", "C", "C", "H", "H", "H", "H", "H", "H", "H", "H", "H", "H", "H", "O", "As", "O", "O", "C", "C", "C", "C", "C", "C", "S", "O", "O", "O", "H", "H", "H", "H", "H", "C", "N", "C", "C", "C", "N", "C", "O", "N", "H", "H", "H", "H", "H", "H", "H", "O", "N", "O", "O"],
  "positions_angstrom": [[-1.05194, -0.11264, -0.24943], [-1.15220, 3.30259, 2.23766], [-1.45667, 2.48032, 1.23797], [-1.25190, 1.19804, 1.29558], [-0.64071, 0.61514, 2.42650], [-0.49549, -0.66502, 2.47655], [-1.01822, -1.27251, 1.34094], [-1.31826, -2.49763, 1.46546], [-2.20020, -3.12902, 0.47184], [-2.17469, -4.48187, 0.20816], [-3.07223, -4.98168, -0.72059], [-3.98242, -4.12111, -1.29849], [-3.93481, -2.77481, -0.96535], [-3.04323, -2.27628, -0.11706], [-0.25547, 1.48628, 3.52959], [0.37571, 1.00222, 4.67390], [0.67739, 1.86480, 5.70615], [0.34155, 3.21475, 5.60602], [-0.26849, 3.70754, 4.47004], [-0.55468, 2.83939, 3.42419], [-1.31028, 4.28726, 2.11759], [-1.86310, 2.91003, 0.32194], [-0.99473, -3.01793, 2.36270], [-1.43455, -5.11371, 0.68477], [-3.06020, -6.03248, -0.98171], [-4.71893, -4.47669, -2.00672], [-4.64538, -2.07664, -1.38469], [0.61841, -0.05477, 4.71136], [1.16953, 1.49675, 6.59664], [0.55126, 3.88535, 6.42964], [-0.52517, 4.75842, 4.38998], [1.31939, 2.76133, -2.60672], [-0.23236, 2.01317, -2.18264], [-1.14376, 3.33176, -1.82385], [0.25057, 1.11592, -0.79630], [-0.34288, 0.76816, -3.66521], [0.75139, 0.55748, -4.48760], [0.72101, -0.49108, -5.40192], [-0.39960, -1.30422, -5.51955], [-1.51668, -1.08473, -4.72705], [-1.47299, -0.07132, -3.79339], [-2.90161, 0.31678, -2.81808], [-3.31773, 1.58958, -3.31822], [-3.83452, -0.76692, -2.87709], [-2.39019, 0.53571, -1.35820], [1.12310, 3.70575, -2.64658], [1.60734, 1.21337, -4.42975], [1.58923, -0.67710, -6.02283], [-0.39709, -2.12612, -6.22514], [-2.41002, -1.69408, -4.80256], [4.25425, 0.72735, 3.38808], [3.75536, 0.60539, 2.01509], [4.20476, 1.44392, 1.04957], [3.81576, 1.32017, -0.22635], [2.91279, 0.24760, -0.51384], [2.34987, -0.49368, 0.41986], [2.74017, -0.35840, 1.73246], [2.28564, -1.00165, 2.67032], [2.67631, -0.06415, -1.80524], [5.33999, 0.83276, 3.38046], [3.97697, -0.17188, 3.92002], [3.80547, 1.58437, 3.89734], [4.91031, 2.20190, 1.36612], [4.16794, 1.98114, -1.00507], [2.78279, 0.66484, -2.48778], [1.95369, -0.74413, -1.97119], [0.05857, -3.23076, -2.76273], [-0.03335, -2.64537, -1.69243], [0.46037, -3.04864, -0.63826], [-0.73017, -1.50831, -1.69492]]
}

=====

(6)
{
  "formula": "C10H30ClO10Zn",
  "method": "wB97M-V/def2-TZVPD",
  "charge": 1,
  "multiplicity": 1,
  "e_above_lowest_kcal_mol": 213.1,
  "total_energy_ev": -92253.6958,
  "orbital_gap_ha": 0.0629,
  "elements": ["Zn", "Cl", "C", "C", "O", "O", "H", "H", "H", "H", "H", "H", "C", "C", "O", "O", "H", "H", "H", "H", "H", "H", "C", "C", "O", "O", "H", "H", "H", "H", "H", "H", "C", "C", "O", "O", "H", "H", "H", "H", "H", "H", "C", "C", "O", "O", "H", "H", "H", "H", "H", "H"],
  "positions_angstrom": [[-1.03897, 5.60745, 1.55556], [-0.23068, 1.77506, 1.10928], [-2.90490, 0.47127, -4.51751], [-4.39022, 0.58463, -5.03237], [-4.37504, 0.47530, -6.36887], [-2.29013, -0.72089, -4.89796], [-2.90174, 0.68743, -3.44917], [-2.34341, 1.27451, -4.99462], [-4.95440, 1.47680, -4.76064], [-4.98407, -0.20960, -4.57999], [-4.19578, -0.46105, -6.48162], [-1.52944, -0.92486, -4.34901], [-5.81369, -4.51159, 0.09067], [-4.94795, -3.26046, -0.33887], [-3.73866, -3.16797, 0.39786], [-6.77005, -4.86971, -0.86203], [-6.10985, -4.19101, 1.08947], [-5.15792, -5.36457, 0.26530], [-5.55903, -2.36155, -0.25743], [-4.72820, -3.30031, -1.40575], [-3.67125, -2.22038, 0.53619], [-7.42460, -5.32075, -0.32375], [1.72607, -5.27982, 0.09869], [2.22890, -3.80430, 0.14146], [1.56150, -2.91393, -0.70777], [0.51269, -5.46692, 0.78678], [2.49841, -5.90494, 0.54682], [1.72176, -5.78102, -0.86924], [3.26549, -3.79974, -0.19553], [2.13057, -3.32931, 1.11758], [1.17213, -2.20904, -0.18517], [-0.09334, -4.72893, 0.68825], [5.65454, 0.74668, -1.81156], [5.59889, 1.96084, -0.94304], [4.98811, 1.58030, 0.25782], [4.52136, 0.59345, -2.65642], [5.80423, -0.23480, -1.36170], [6.46557, 0.95247, -2.51011], [5.00489, 2.74970, -1.40452], [6.62896, 2.22260, -0.70109], [4.04668, 1.70428, 0.11662], [3.86174, 0.06173, -2.20501], [2.79378, 5.87720, 6.39369], [1.33049, 6.26995, 6.03514], [0.79146, 5.26440, 5.18454], [3.63994, 6.47324, 5.49567], [3.01047, 4.81135, 6.32212], [3.07521, 6.10999, 7.42068], [1.33335, 7.25303, 5.56434], [0.59642, 6.36321, 6.83548], [1.00846, 4.36925, 5.45514], [3.18120, 6.62117, 4.66545]]
}

=====

Question: Which value of charge does entry 4 give?
Answer: 0

=====

Question: charge of number 4 (C11H18NOP)?
Answer: 0

=====

Question: Which value of charge does entry 4 give?
Answer: 0